*P*
Below is the molecule C6H4O, with properties calculated with the ωB97M-V functional and the def2-TZVPD basis.

The geometry in ORCA input format:
```
! wB97M-V def2-TZVPD RIJCOSX def2/J DEFGRID3
* xyz 0 1
C 1.220 -0.170 1.238
C 1.840 0.502 2.099
C -1.674 1.564 0.141
C -0.702 0.871 0.024
C 0.574 -1.255 0.431
C 0.485 0.093 -0.146
O 1.288 0.388 -1.211
H -2.541 2.142 0.261
H 1.256 -1.948 -0.042
H -0.313 -1.696 0.867
H 1.370 1.343 -1.327
*
```

- LUMO level (Ha) = -0.0117

These are the Löwdin partial charges, in e, on atoms 1 to 8:
1. C -0.299
2. C 0.161
3. C 0.172
4. C -0.045
5. C -0.001
6. C -0.480
7. O 0.077
8. H 0.030

*Q*
Below is the molecule C6H4O, with properties calculated with the ωB97M-V functional and the def2-TZVPD basis.

The geometry in ORCA input format:
```
! wB97M-V def2-TZVPD RIJCOSX def2/J DEFGRID3
* xyz 0 1
C -2.330 -0.143 -0.799
C -0.992 0.094 -0.269
C 0.109 0.279 0.190
C 1.382 0.522 0.814
O 1.709 1.553 1.336
C 2.031 -1.177 1.259
C 2.688 -0.483 0.431
H -2.617 0.648 -1.499
H -3.055 -0.149 0.021
H -2.384 -1.106 -1.316
H 3.461 -0.038 -0.170
*
```

- LUMO level (Ha) = -0.0318

These are the Löwdin partial charges, in e, on atoms 1 to 8:
1. C -0.082
2. C -0.028
3. C 0.039
4. C -0.494
5. O 0.132
6. C 0.120
7. C -0.046
8. H 0.085

*R*
Below is the molecule C6H4O, with properties calculated with the ωB97M-V functional and the def2-TZVPD basis.

The geometry in ORCA input format:
```
! wB97M-V def2-TZVPD RIJCOSX def2/J DEFGRID3
* xyz 0 1
C -0.866 0.706 -0.141
C 0.132 1.862 0.575
C 0.473 1.436 -0.607
C 0.136 0.181 -1.188
C -0.271 -0.683 -0.028
C 0.643 -1.004 1.130
O 1.794 -0.668 1.211
H -1.882 0.938 -0.437
H -0.122 0.005 -2.226
H -0.956 -1.496 -0.274
H 0.149 -1.600 1.925
*
```

- LUMO level (Ha) = 0.0131

These are the Löwdin partial charges, in e, on atoms 1 to 8:
1. C -0.216
2. C 0.112
3. C -0.092
4. C -0.080
5. C -0.140
6. C -0.221
7. O 0.085
8. H 0.141

Most stable of them? *Q*.

*P*
Below is a structure of composition C6H10ClF, with properties calculated with the ωB97M-V functional and the def2-TZVPD basis.

The geometry in ORCA input format:
```
! wB97M-V def2-TZVPD RIJCOSX def2/J DEFGRID3
* xyz 0 1
C -1.304 0.856 -1.190
C 0.032 0.799 -0.389
C 0.155 1.506 1.071
C 0.225 -0.778 0.016
C 1.234 -1.534 -0.701
C -0.281 -1.179 1.160
H -2.060 0.545 -0.360
H -1.763 1.962 -1.371
H -1.263 0.246 -2.162
H 0.866 0.923 -0.967
H -0.518 0.765 1.823
H 1.183 1.190 1.175
H 0.241 2.713 1.021
H 2.158 -0.758 -0.910
H 1.828 -2.352 -0.144
H 1.002 -1.999 -1.729
F -0.167 -2.390 1.634
Cl -1.568 -0.516 2.023
*
```

- LUMO level (Ha) = 0.0292

These are the Löwdin partial charges, in e, on atoms 1 to 8:
1. C -0.098
2. C -0.341
3. C -0.119
4. C -0.291
5. C -0.076
6. C -0.723
7. H 0.062
8. H 0.108

*Q*
Below is the molecule C6H10ClF, with properties calculated with the ωB97M-V functional and the def2-TZVPD basis.

The geometry in ORCA input format:
```
! wB97M-V def2-TZVPD RIJCOSX def2/J DEFGRID3
* xyz 0 1
C -0.826 1.955 -0.082
C -0.533 0.531 0.409
C 0.609 -0.128 0.170
C 1.771 0.506 -0.420
C 3.122 0.136 0.101
F 3.176 -1.228 -0.081
C -1.693 -0.312 0.899
Cl -2.840 -0.736 -0.422
H -1.879 2.255 0.196
H -0.780 1.954 -1.168
H -0.120 2.740 0.323
H 0.798 -1.191 0.192
H 1.706 0.156 -1.410
H 1.652 1.606 -0.527
H 3.289 0.356 1.166
H 3.986 0.564 -0.409
H -2.400 0.193 1.595
H -1.250 -1.183 1.479
*
```

- LUMO level (Ha) = 0.0328

These are the Löwdin partial charges, in e, on atoms 1 to 8:
1. C -0.070
2. C -0.352
3. C -0.095
4. C -0.203
5. C -0.204
6. F -0.056
7. C -0.565
8. Cl 0.522

Most stable of them? *Q*.

*P*
Below is the molecule C4H6N2S, with properties calculated with the ωB97M-V functional and the def2-TZVPD basis.

The geometry in ORCA input format:
```
! wB97M-V def2-TZVPD RIJCOSX def2/J DEFGRID3
* xyz 0 1
N -2.858 0.823 0.771
C -2.056 0.447 0.009
C -0.925 -0.041 -0.782
C 0.478 0.900 -0.351
N 1.513 0.054 0.190
C 0.769 -0.996 0.918
S -0.386 -1.691 -0.340
H -1.013 -0.002 -1.793
H 0.943 1.448 -1.194
H -0.048 1.623 0.235
H 2.132 -0.302 -0.506
H 1.454 -1.643 1.347
H -0.002 -0.620 1.496
*
```

- LUMO level (Ha) = 0.0234

These are the Löwdin partial charges, in e, on atoms 1 to 8:
1. N 0.151
2. C -0.267
3. C -0.531
4. C -0.172
5. N -0.097
6. C -0.409
7. S 0.874
8. H 0.045

*Q*
Below is the molecule C4H6N2S, with properties calculated with the ωB97M-V functional and the def2-TZVPD basis.

The geometry in ORCA input format:
```
! wB97M-V def2-TZVPD RIJCOSX def2/J DEFGRID3
* xyz 0 1
C 1.893 -0.371 0.017
C 0.697 0.367 -0.089
C 0.548 -2.372 0.103
C -1.818 0.275 0.047
N 1.716 -1.812 0.152
N -0.456 -0.294 -0.156
S -0.375 -3.656 -0.005
H 2.844 0.055 0.236
H 0.877 1.533 -0.087
H -1.847 0.745 1.072
H -2.018 1.105 -0.804
H -2.590 -0.443 -0.088
H 2.445 -2.438 0.270
*
```

- LUMO level (spin up / spin down) (Ha) = -0.0080 / -0.0080

These are the Löwdin partial charges, in e, on atoms 1 to 8:
1. C -0.132
2. C -0.243
3. C -0.671
4. C -0.120
5. N 0.000
6. N -0.094
7. S 0.700
8. H 0.064

Most stable of them? *P*.

*P*
Below is the molecule C4H6N2S, with properties calculated with the ωB97M-V functional and the def2-TZVPD basis.

The geometry in ORCA input format:
```
! wB97M-V def2-TZVPD RIJCOSX def2/J DEFGRID3
* xyz 0 1
C 0.110 2.368 -0.089
C -0.803 1.438 0.194
C -0.650 -0.006 0.029
S -2.005 -1.005 0.026
N 0.591 -0.617 -0.283
N 1.811 -0.081 -0.099
C 2.907 -0.808 0.131
H -0.449 3.437 -0.270
H 1.073 2.006 -0.306
H -1.777 1.424 0.707
H 0.339 -1.635 -0.531
H 3.723 -0.183 0.663
H 2.961 -2.043 0.416
*
```

- LUMO level (Ha) = -0.0252

These are the Löwdin partial charges, in e, on atoms 1 to 8:
1. C 0.039
2. C -0.241
3. C -0.773
4. S 0.639
5. N -0.096
6. N -0.075
7. C -0.050
8. H 0.132

*Q*
Below is the molecule C4H6N2S, with properties calculated with the ωB97M-V functional and the def2-TZVPD basis.

The geometry in ORCA input format:
```
! wB97M-V def2-TZVPD RIJCOSX def2/J DEFGRID3
* xyz 0 1
H 0.495 -2.134 1.891
N 0.424 -1.282 1.387
C 0.225 -1.360 0.115
N -0.045 -0.099 -0.584
C -0.035 1.114 0.218
C 0.303 1.421 1.417
C -0.532 -0.067 -1.872
S -0.607 -1.183 -2.952
H 0.314 -2.261 -0.514
H -0.559 1.830 -0.360
H 0.749 0.685 2.119
H 0.085 2.521 1.496
H -0.817 0.816 -2.361
*
```

- LUMO level (Ha) = 0.0047

These are the Löwdin partial charges, in e, on atoms 1 to 8:
1. H 0.045
2. N 0.096
3. C -0.159
4. N -0.110
5. C -0.193
6. C 0.001
7. C -0.749
8. S 0.712

Most stable of them? *Q*.

*P*
Below is a cluster of 7 separate species, H16NO6 in total, with properties calculated with the ωB97M-V functional and the def2-TZVPD basis.

The geometry in ORCA input format:
```
! wB97M-V def2-TZVPD RIJCOSX def2/J DEFGRID3
* xyz 1 1
N -0.659 -1.071 -0.583
H -0.204 -0.300 -0.997
H -1.639 -1.062 -0.841
H -0.459 -0.992 0.412
H -0.137 -1.838 -0.781
O 0.925 -1.118 2.397
H 0.849 -1.401 3.305
H 1.590 -0.481 2.262
O 2.525 -1.359 -0.811
H 3.460 -1.520 -1.079
H 2.629 -0.894 -0.021
O 0.110 1.888 0.291
H 0.259 1.942 1.251
H 0.922 2.050 -0.230
O -2.760 0.006 1.173
H -3.668 0.315 1.209
H -2.428 -0.030 2.074
O -2.554 2.054 -0.570
H -1.598 2.140 -0.486
H -2.652 1.423 0.139
O 1.677 -0.003 -3.087
H 1.799 0.832 -2.606
H 2.003 -0.584 -2.411
*
```

- LUMO level (Ha) = -0.1393

These are the Löwdin partial charges, in e, on atoms 1 to 8:
1. N 0.370
2. H 0.092
3. H 0.157
4. H 0.106
5. H 0.096
6. O -0.017
7. H 0.059
8. H 0.010

*Q*
Below is a cluster of 7 separate species, H16NO6 in total, with properties calculated with the ωB97M-V functional and the def2-TZVPD basis.

The geometry in ORCA input format:
```
! wB97M-V def2-TZVPD RIJCOSX def2/J DEFGRID3
* xyz 1 1
N -1.267 -0.042 0.693
H -1.704 0.695 0.139
H -0.312 0.092 0.731
H -1.345 -0.971 0.367
H -1.637 -0.006 1.640
O -1.266 1.241 -2.262
H -1.173 0.535 -2.914
H -1.661 1.921 -2.712
O 1.014 1.629 -0.982
H 0.494 2.449 -0.927
H 0.771 1.420 -1.860
O 0.055 1.742 2.631
H 0.882 1.686 2.082
H -0.295 2.613 2.452
O -0.104 -2.664 1.805
H -0.411 -3.400 2.332
H 0.475 -2.141 2.360
O 0.158 -1.406 -1.559
H 0.605 -0.672 -2.030
H -0.068 -2.078 -2.178
O 2.209 -0.916 0.480
H 1.591 -1.019 -0.254
H 2.987 -0.705 -0.036
*
```

- LUMO level (Ha) = -0.1233

These are the Löwdin partial charges, in e, on atoms 1 to 8:
1. N 0.337
2. H 0.138
3. H 0.045
4. H 0.098
5. H 0.147
6. O -0.009
7. H 0.068
8. H 0.021

Most stable of them? *Q*.

*P*
Below is a cluster of 2 separate species, C4H12NO2 in total, with properties calculated with the ωB97M-V functional and the def2-TZVPD basis.

The geometry in ORCA input format:
```
! wB97M-V def2-TZVPD RIJCOSX def2/J DEFGRID3
* xyz 0 2
C -1.496 -0.341 0.852
O -1.019 -0.053 -0.376
C -2.736 -1.250 0.749
H -1.814 0.566 1.406
H -0.746 -0.837 1.522
H -3.148 -1.350 1.770
H -2.503 -2.252 0.356
H -3.505 -0.782 0.123
C 1.269 1.429 -1.703
N 1.239 0.970 -0.315
C 2.070 -0.153 -0.036
O 2.045 -0.579 1.288
H 2.284 1.696 -2.050
H 0.628 2.329 -1.771
H 0.837 0.680 -2.406
H 0.166 0.681 -0.151
H 1.764 -1.003 -0.694
H 3.113 0.123 -0.282
H 1.553 0.127 1.718
*
```

- LUMO level (spin up / spin down) (Ha) = 0.0398 / -0.0808

These are the Löwdin partial charges, in e, on atoms 1 to 8:
1. C -0.405
2. O -0.083
3. C -0.075
4. H 0.113
5. H 0.120
6. H 0.080
7. H 0.078
8. H 0.074

*Q*
Below is a cluster of 2 separate species, C4H12NO2 in total, with properties calculated with the ωB97M-V functional and the def2-TZVPD basis.

The geometry in ORCA input format:
```
! wB97M-V def2-TZVPD RIJCOSX def2/J DEFGRID3
* xyz 0 2
C -0.283 -1.899 -1.349
O 0.240 -1.445 -2.506
C -0.359 -0.817 -0.235
C 1.050 -0.611 0.319
C 1.155 0.466 1.370
N -0.870 0.455 -0.757
H -1.275 -2.306 -1.555
H 0.318 -2.751 -0.990
H -0.987 -1.188 0.573
H 1.413 -1.579 0.681
H 1.722 -0.376 -0.519
H 0.238 0.636 1.938
H 1.384 1.456 0.974
H 1.956 0.255 2.083
H -0.476 0.551 -1.690
H -1.874 0.392 -0.887
H -1.480 3.602 1.028
H -1.104 2.206 0.497
O -0.766 2.954 1.024
*
```

- LUMO level (spin up / spin down) (Ha) = 0.0305 / -0.0639

These are the Löwdin partial charges, in e, on atoms 1 to 8:
1. C -0.294
2. O 0.039
3. C -0.386
4. C -0.238
5. C -0.115
6. N 0.047
7. H 0.139
8. H 0.132

Most stable of them? *Q*.

*P*
Below is a structure of composition C2H4N2S2, with properties calculated with the ωB97M-V functional and the def2-TZVPD basis.

The geometry in ORCA input format:
```
! wB97M-V def2-TZVPD RIJCOSX def2/J DEFGRID3
* xyz 0 1
C -0.754 -0.103 -0.021
C 1.709 -0.881 0.013
H -2.658 0.769 -0.602
H -1.303 2.155 -0.589
H 0.942 1.010 1.239
H 1.539 -1.890 -0.021
N -1.588 0.865 -0.214
N 0.566 0.026 0.445
S -1.740 -1.459 -0.055
S 3.285 -0.492 -0.195
*
```

- LUMO level (Ha) = -0.0217

These are the Löwdin partial charges, in e, on atoms 1 to 8:
1. C -1.013
2. C -0.666
3. H 0.146
4. H 0.241
5. H 0.287
6. H -0.004
7. N -0.123
8. N -0.068

*Q*
Below is the molecule C2H4N2S2, with properties calculated with the ωB97M-V functional and the def2-TZVPD basis.

The geometry in ORCA input format:
```
! wB97M-V def2-TZVPD RIJCOSX def2/J DEFGRID3
* xyz 0 1
N 1.705 0.324 -0.306
C 0.697 1.213 -0.372
S 0.775 2.926 -0.460
S -1.344 2.758 -0.328
C -0.864 1.103 0.087
N -1.804 0.018 0.216
H 2.546 0.617 0.065
H 1.254 -0.619 0.000
H -1.966 -0.219 -0.746
H -1.241 -0.724 0.552
*
```

- LUMO level (Ha) = 0.0020

These are the Löwdin partial charges, in e, on atoms 1 to 8:
1. N 0.026
2. C -0.762
3. S 0.586
4. S 0.546
5. C -0.711
6. N 0.001
7. H 0.053
8. H 0.153

*R*
Below is the molecule C2H4N2S2, with properties calculated with the ωB97M-V functional and the def2-TZVPD basis.

The geometry in ORCA input format:
```
! wB97M-V def2-TZVPD RIJCOSX def2/J DEFGRID3
* xyz 0 1
N 1.966 -1.714 -0.093
S 0.322 -1.285 0.029
N 0.440 0.293 0.020
C -0.495 1.192 -0.018
C -1.884 0.964 -0.042
S -2.576 -0.531 0.021
H 2.379 -1.967 0.795
H 2.521 -1.001 -0.548
H -0.142 2.218 -0.063
H -2.532 1.830 -0.103
*
```

- LUMO level (Ha) = -0.0408

These are the Löwdin partial charges, in e, on atoms 1 to 8:
1. N -0.317
2. S 0.841
3. N -0.346
4. C -0.368
5. C -0.636
6. S 0.639
7. H 0.018
8. H 0.025

Most stable of them? *R*.